1.
Here is C44H38N9PS3V as an isolated structure in a non-equilibrium geometry from the OMol25 dataset. Energies are from ωB97M-V with the def2-TZVPD basis set.

```
96
Properties=species:S:1:pos:R:3:forces:R:3:lowdin_spin:R:1
V 2.429 -23.367 3.826 0.64 0.73 0.18 1.91
C 6.215 -24.347 5.998 1.02 -0.49 0.77 0.00
C 4.931 -23.791 5.579 0.20 0.00 1.61 0.02
N 4.446 -23.826 4.405 0.45 -1.21 -0.47 0.00
N 5.246 -24.437 3.443 0.31 1.06 -0.24 0.00
C 5.441 -25.745 3.266 -0.02 -1.30 0.55 0.00
N 5.902 -26.106 2.058 -0.24 2.66 -0.78 0.00
S 5.226 -26.901 4.438 -0.33 -0.49 0.40 0.00
C 4.150 -23.019 6.559 -1.26 0.41 -0.53 0.00
C 4.450 -22.732 7.885 0.08 0.12 -0.41 0.00
C 3.677 -21.806 8.575 -0.63 0.17 0.42 0.00
C 2.557 -21.282 7.931 0.80 -0.46 -0.16 0.00
C 2.272 -21.705 6.646 -0.07 -0.07 -0.19 0.01
N 3.051 -22.524 5.967 -0.52 0.12 0.08 0.01
H 6.783 -24.496 5.088 0.49 -0.17 0.17 0.00
H 6.107 -25.340 6.509 -0.09 0.88 -0.56 0.00
H 6.746 -23.669 6.697 -0.31 -0.24 -0.48 0.00
H 5.219 -23.860 2.593 -0.02 0.10 -0.27 0.00
H 5.776 -25.458 1.274 0.17 -0.30 0.34 0.00
H 6.052 -27.045 1.861 0.13 -1.65 -0.09 0.00
H 5.291 -23.195 8.349 0.46 -0.19 0.25 0.00
H 3.908 -21.530 9.624 -0.10 -0.23 -0.89 0.00
H 1.905 -20.549 8.329 -0.37 0.49 0.73 0.00
H 1.393 -21.368 6.115 -0.12 0.10 0.13 0.00
S 4.583 -23.104 0.841 0.29 0.44 -0.54 0.00
C 3.303 -24.169 0.997 -0.86 -0.26 0.28 0.00
N 2.785 -24.702 2.126 -0.09 0.16 -1.08 0.01
C 1.846 -25.700 1.808 -0.06 0.00 0.77 0.00
C 1.324 -26.623 2.734 0.26 0.95 -0.78 0.00
C 0.421 -27.532 2.241 -0.26 -1.36 1.88 0.00
C 0.013 -27.550 0.936 -0.75 -0.68 -0.65 0.00
C 0.496 -26.639 0.048 0.16 0.06 -0.94 0.00
C 1.456 -25.760 0.465 0.80 0.72 0.43 0.00
S 2.452 -24.677 -0.481 0.04 -0.05 0.70 0.00
H 1.610 -26.606 3.777 0.07 -0.01 -0.13 0.00
H 0.057 -28.307 2.937 0.08 0.47 -0.46 0.00
H -0.644 -28.317 0.546 -0.18 0.01 0.31 0.00
H 0.193 -26.661 -0.980 -0.10 -0.04 -0.38 0.00
C 1.787 -26.071 8.911 0.51 -0.12 -0.53 0.02
C 0.827 -25.077 8.737 0.56 -1.08 1.01 0.00
C 0.588 -24.564 7.485 -1.61 1.08 0.57 0.02
C 1.300 -25.003 6.408 1.05 -0.41 -0.94 0.02
C 2.251 -26.014 6.568 -0.06 0.80 -1.99 0.02
C 2.471 -26.564 7.776 0.69 -0.16 1.99 0.00
N 1.138 -24.486 5.104 -1.29 0.26 -0.16 0.32
N -0.183 -24.405 4.856 0.15 -0.47 0.31 0.30
C -0.484 -23.842 3.668 0.66 0.70 1.04 0.04
C -1.791 -23.755 3.211 0.00 -1.11 1.05 0.05
C -2.071 -23.322 1.978 -0.03 0.41 -0.75 0.02
C -1.022 -22.833 1.202 0.75 0.72 -0.67 0.08
C 0.233 -22.715 1.800 -0.99 -0.43 0.56 0.01
N 0.489 -23.198 3.038 0.20 0.25 -1.88 0.08
H 2.079 -26.404 9.903 -0.28 -0.15 -0.10 0.00
H 0.256 -24.769 9.611 0.09 0.22 -0.27 0.00
H -0.222 -23.823 7.413 0.57 -0.29 -0.41 0.00
H 2.833 -26.304 5.679 -0.27 -0.02 0.54 0.00
H 3.285 -27.286 7.842 -0.35 -0.04 0.32 0.00
H -2.513 -24.161 3.859 -0.98 -0.39 0.60 0.00
H -3.094 -23.344 1.660 -0.26 0.09 -0.44 0.00
H -1.202 -22.476 0.179 0.26 -0.10 0.56 0.00
H 1.060 -22.194 1.378 0.34 0.13 -0.52 0.00
N 2.687 -21.638 3.134 0.51 1.34 -0.35 0.00
P 2.705 -20.069 3.014 -0.53 -1.08 -0.02 0.02
C 1.673 -19.430 4.371 0.10 0.54 -0.16 0.00
C 2.163 -18.588 5.374 -1.00 -0.14 -0.92 0.00
C 1.296 -18.106 6.330 -0.21 -0.24 0.38 0.00
C -0.061 -18.402 6.332 -0.51 0.37 0.12 0.00
C -0.556 -19.249 5.358 0.98 -0.21 -0.23 0.00
C 0.344 -19.791 4.422 -2.33 -0.84 -0.50 0.00
C 1.967 -19.348 1.455 -0.41 0.79 1.47 0.00
C 1.863 -20.069 0.289 0.38 -1.34 0.76 0.00
C 0.964 -19.759 -0.677 0.02 0.28 -1.60 0.00
C 0.285 -18.554 -0.670 -1.18 0.61 -1.06 0.00
C 0.448 -17.737 0.418 1.00 0.43 1.35 0.00
C 1.238 -18.157 1.520 -0.43 -0.12 -0.93 0.00
C 4.274 -19.177 3.326 -0.53 -0.91 -0.54 0.00
C 5.145 -19.933 4.076 -0.71 0.02 0.02 0.00
C 6.339 -19.405 4.481 1.31 -0.91 0.38 0.00
C 6.779 -18.163 4.072 -1.88 0.88 -0.08 0.00
C 5.849 -17.360 3.338 1.35 -0.95 0.14 0.00
C 4.638 -17.903 2.943 0.13 0.94 -0.28 0.00
H 3.150 -18.208 5.292 0.83 0.08 0.30 0.00
H 1.692 -17.517 7.115 0.30 0.76 0.59 0.00
H -0.761 -17.916 7.034 0.61 -0.38 -0.23 0.00
H -1.605 -19.489 5.312 -0.11 -0.12 -0.04 0.00
H -0.154 -20.517 3.722 1.06 0.76 0.35 0.00
H 2.388 -21.001 0.208 0.40 -0.37 -0.03 0.00
H 0.918 -20.425 -1.524 -0.26 -0.06 -0.19 0.00
H -0.399 -18.226 -1.511 0.98 -0.60 1.04 0.00
H 0.065 -16.724 0.472 -0.42 -0.21 -0.12 0.00
H 1.200 -17.557 2.409 0.21 0.19 0.31 0.00
H 4.809 -20.922 4.342 0.21 -0.31 0.16 0.00
H 6.965 -20.075 5.078 0.12 0.46 -0.09 0.00
H 7.716 -17.813 4.454 0.38 0.38 -0.23 0.00
H 6.093 -16.376 2.949 0.20 -0.06 0.32 0.00
H 4.041 -17.253 2.311 -0.38 -0.36 0.07 0.00
```
Forces are in eV/Å.

Output
⟨S²⟩: 3.780
ΔE to the lowest compared entry with this formula, charge and spin: 51.1 kJ/mol
Highest occupied orbital energy (spin up / spin down): -0.230 / -0.272 Ha
Net charge: 0
Multiplicity: 4



2.
Here is C44H39Br4N5O4RbSSbSe as an isolated structure from the OMol25 dataset. Energies are from ωB97M-V with the def2-TZVPD basis set.

```
100
Properties=species:S:1:pos:R:3:forces:R:3:lowdin_charge:R:1
Rb -0.958 0.125 -1.723 -0.01 0.30 -0.09 0.94
N -3.376 -2.630 1.181 0.01 -0.02 0.09 0.00
C -3.955 -2.209 -0.093 0.01 0.01 -0.19 -0.18
C -2.880 -1.942 -1.176 -0.55 -0.16 0.24 -0.78
O -1.698 -2.211 -0.874 0.14 -0.77 0.38 -0.20
O -3.278 -1.418 -2.236 -0.26 -0.10 -0.14 -0.11
H -2.378 -2.739 0.995 -0.01 -0.01 0.01 0.05
H -3.726 -3.540 1.446 0.01 -0.01 0.02 0.05
H -4.528 -1.284 0.017 0.15 -0.12 0.05 0.08
H -4.654 -2.951 -0.496 0.03 0.03 -0.02 0.11
Br 0.534 3.284 -7.471 0.01 0.00 -0.04 0.62
C 0.842 2.520 -5.757 -0.09 0.18 -0.23 -0.78
C 1.804 1.557 -5.585 0.13 -0.09 -0.19 -0.79
Br 2.843 0.940 -7.049 0.02 -0.01 -0.06 0.62
C 2.012 1.026 -4.302 0.10 -0.06 0.13 -0.63
Br 3.382 -0.260 -3.991 0.01 -0.04 0.06 0.74
C 1.299 1.429 -3.174 0.10 0.22 -0.13 -0.51
O 1.531 0.978 -1.987 0.40 0.10 0.21 -0.36
C 0.215 2.414 -3.365 0.25 0.05 -0.22 -0.53
O -0.506 2.748 -2.378 0.05 0.34 0.08 -0.30
C 0.073 2.940 -4.665 -0.12 -0.02 0.19 -0.64
Br -1.263 4.280 -4.839 -0.03 0.02 -0.01 0.68
C -5.461 0.421 -3.485 0.07 -0.03 0.02 -0.03
N -5.660 0.596 -2.064 -0.12 -0.01 0.20 -0.07
C -4.884 1.402 -1.293 0.47 0.34 -0.24 -0.74
Se -3.456 2.395 -1.845 -0.33 0.14 0.06 0.72
N -5.334 1.277 -0.013 0.15 0.01 -0.08 0.13
C -6.322 0.328 0.054 -0.37 -0.16 -0.07 -0.21
C -7.032 -0.205 1.114 0.07 0.10 -0.01 -0.02
C -7.971 -1.185 0.826 -0.09 -0.10 0.02 -0.11
C -8.192 -1.613 -0.480 -0.04 -0.04 -0.01 -0.11
C -7.480 -1.081 -1.548 0.10 0.10 0.00 -0.01
C -6.538 -0.106 -1.265 -0.16 -0.02 0.18 -0.17
H -4.470 -0.001 -3.644 -0.01 0.02 -0.06 0.08
H -5.557 1.385 -3.983 0.07 -0.02 -0.03 0.09
H -6.220 -0.265 -3.852 0.00 -0.02 -0.03 0.08
H -4.827 1.685 0.758 -0.01 0.01 0.07 0.11
H -6.843 0.118 2.129 0.01 0.01 0.03 0.10
H -8.534 -1.634 1.634 -0.01 0.00 0.01 0.09
H -8.926 -2.386 -0.671 -0.01 -0.02 0.02 0.09
H -7.638 -1.433 -2.558 0.00 -0.02 -0.01 0.10
N 1.036 2.902 -0.008 -0.14 0.19 -0.01 0.10
C -0.139 2.765 0.650 0.31 -0.23 -0.23 -0.70
N -0.636 1.614 0.988 -0.07 0.02 0.01 0.07
C -1.809 1.778 1.682 -0.05 -0.17 0.09 -0.33
C -2.586 0.726 2.169 0.00 0.06 0.03 -0.01
C -3.728 1.015 2.894 -0.09 0.03 0.01 -0.12
C -4.121 2.339 3.120 -0.09 -0.08 0.02 -0.13
C -3.373 3.392 2.614 0.06 0.10 -0.03 -0.11
C -2.218 3.106 1.903 -0.01 -0.04 -0.01 -0.49
S -1.073 4.174 1.144 -0.09 0.04 0.13 1.06
H 1.194 2.126 -0.695 0.05 0.01 -0.05 0.04
H 1.091 3.781 -0.505 0.03 -0.03 -0.03 0.09
H -2.304 -0.300 1.974 0.03 -0.03 -0.02 0.10
H -4.331 0.196 3.268 0.00 0.01 0.02 0.10
H -5.019 2.547 3.690 -0.01 0.00 0.00 0.09
H -3.686 4.417 2.773 -0.01 0.01 0.00 0.10
C 5.622 -0.429 2.588 0.15 -0.04 -0.03 -0.06
C 4.487 0.286 3.262 -0.01 0.00 0.00 -0.30
C 4.706 0.867 4.509 0.08 -0.07 -0.04 -0.07
C 3.707 1.562 5.168 0.00 0.07 0.13 -0.11
C 2.460 1.687 4.583 -0.09 0.03 0.01 -0.10
C 2.229 1.109 3.344 -0.08 0.04 -0.03 -0.13
C 3.223 0.401 2.670 0.07 -0.03 0.05 -0.32
Sb 2.569 -0.327 0.747 -0.27 0.02 -0.24 1.64
C 4.365 0.240 -0.307 0.10 0.06 0.00 -0.33
C 4.426 1.634 -0.354 -0.07 0.06 0.01 -0.15
C 5.453 2.304 -0.993 0.01 0.07 -0.01 -0.09
C 6.453 1.575 -1.616 0.06 0.05 -0.04 -0.10
C 6.401 0.196 -1.587 0.01 -0.03 0.02 -0.08
C 5.370 -0.489 -0.945 -0.01 0.02 0.07 -0.33
C 5.395 -1.988 -1.005 -0.04 -0.16 0.04 -0.05
C 2.778 -2.434 1.175 0.01 -0.03 -0.01 -0.34
C 3.218 -2.910 2.403 0.08 0.03 0.12 -0.13
C 3.234 -4.268 2.691 0.02 0.00 0.07 -0.11
C 2.792 -5.168 1.738 -0.02 -0.09 -0.02 -0.11
C 2.320 -4.703 0.520 0.00 -0.05 0.00 -0.06
C 2.290 -3.344 0.226 0.03 0.02 0.01 -0.32
C 1.699 -2.888 -1.077 -0.08 -0.09 -0.20 -0.06
H 6.350 -0.775 3.325 0.02 0.00 -0.01 0.08
H 6.132 0.233 1.885 0.02 0.03 -0.02 0.08
H 5.280 -1.288 2.013 0.00 -0.01 -0.02 0.05
H 5.685 0.766 4.967 0.01 0.01 0.02 0.10
H 3.907 2.005 6.137 -0.01 0.01 0.01 0.09
H 1.666 2.233 5.078 0.00 0.01 0.03 0.10
H 1.254 1.218 2.880 -0.02 0.01 0.00 0.07
H 3.636 2.221 0.106 -0.03 0.00 0.01 0.08
H 5.458 3.386 -1.022 0.01 0.02 0.00 0.10
H 7.259 2.078 -2.137 0.01 0.01 0.00 0.09
H 7.175 -0.379 -2.084 0.03 -0.03 -0.03 0.10
H 6.418 -2.363 -0.935 0.03 0.01 -0.03 0.08
H 4.980 -2.339 -1.953 -0.05 -0.01 -0.05 0.08
H 4.815 -2.444 -0.209 -0.03 -0.01 0.06 0.05
H 3.562 -2.209 3.155 -0.03 -0.03 0.02 0.08
H 3.589 -4.614 3.654 0.01 -0.01 0.01 0.09
H 2.802 -6.233 1.943 0.00 0.00 0.00 0.09
H 1.954 -5.405 -0.220 -0.01 -0.02 -0.01 0.11
H 1.790 -3.669 -1.836 -0.03 0.00 0.03 0.09
H 2.172 -1.996 -1.488 0.07 0.10 0.00 0.03
H 0.632 -2.674 -0.955 0.01 0.01 -0.02 0.07
```
Forces are in eV/Å.

Output
ΔE to the lowest compared entry with this formula, charge and spin: 0.4 kJ/mol
Highest occupied orbital energy: -0.045 Ha
Net charge: -2
Multiplicity: 1